{
  "formula": "C23H19FN2O2",
  "method": "ωB97M-V/def2-TZVPD",
  "symbols": ["C", "H", "H", "H", "C", "N", "C", "O", "C", "C", "C", "C", "C", "C", "H", "H", "H", "H", "H", "C", "C", "C", "C", "C", "C", "N", "C", "O", "C", "C", "C", "C", "C", "C", "C", "H", "H", "H", "F", "H", "H", "H", "H", "H", "H", "H", "H"],
  "coordinates": [[2.854587, 1.448650, -0.042712], [3.619459, 1.064210, 0.463155], [2.983375, 1.875887, -0.926179], [2.292213, 2.192555, 0.570238], [1.717913, 0.464499, -0.535240], [0.721564, 0.861143, -1.114034], [0.417490, 0.533953, -2.329635], [-0.880972, 0.799458, -2.930195], [1.057350, -0.604078, -3.156922], [1.823444, -0.105048, -4.129417], [2.656278, -1.266677, -4.896014], [2.583221, -2.506159, -4.644872], [1.745494, -2.648650, -3.483472], [1.118904, -2.004028, -2.662004], [0.409092, -2.239170, -1.945129], [1.988787, -3.837403, -3.136008], [3.219160, -2.948132, -5.017875], [3.280497, -0.678609, -5.701883], [1.727559, 0.785302, -4.381568], [-0.022682, 1.541708, -0.204933], [-0.894924, 2.681785, -0.804556], [-1.392967, 3.355605, 0.160003], [-1.558080, 3.025921, 1.544811], [-0.721571, 2.000364, 2.034876], [-0.364521, 1.077641, 0.985053], [0.461187, 0.092327, 1.618263], [1.486717, -0.284583, 0.808757], [2.001626, -1.660921, 1.155243], [0.246415, -0.505448, 2.781302], [-1.319877, -0.826451, 2.861678], [-2.139403, -0.864158, 3.955542], [-3.523958, -1.047620, 3.857852], [-4.085146, -1.526191, 2.849305], [-3.351642, -1.477452, 1.607376], [-1.974419, -1.236480, 1.609349], [-1.425378, -1.600786, 0.789536], [-3.984342, -1.941646, 0.662771], [-4.916915, -1.729246, 2.989142], [-4.115601, -0.994065, 5.099531], [-1.486617, -0.555742, 4.853455], [0.462874, 0.163402, 3.800672], [0.974539, -1.536389, 2.862151], [-0.851061, 1.855563, 2.971692], [-2.127329, 3.880602, 2.169019], [-2.143136, 4.230853, -0.328806], [-0.923463, 2.988468, -1.646909], [2.354258, -0.294763, -1.042408]],
  "forces_ev_per_angstrom": [[-6.5, 1.5, 0.9], [3.1, -1.9, 1.6], [2.0, 2.5, -3.7], [0.8, -0.2, -0.1], [14.6, -8.0, 8.5], [-7.2, 3.3, -4.1], [-9.7, -2.2, -6.7], [7.1, -0.3, 3.7], [0.6, 2.6, 3.4], [2.1, -12.4, 0.1], [-0.4, 11.6, -2.6], [-11.2, 7.6, 8.3], [6.9, -14.0, -3.7], [-4.5, 8.7, 1.9], [-0.5, -1.1, 1.7], [-1.4, 2.7, -0.7], [10.4, -9.8, -6.2], [-0.8, -2.0, 1.4], [-0.1, 7.9, -2.6], [-6.2, 4.3, -5.2], [5.2, -7.7, 10.8], [-7.0, 5.3, 1.3], [1.6, 2.3, 1.0], [-4.7, 3.3, -7.9], [3.3, 1.0, 5.9], [3.2, 1.4, -6.5], [0.2, -9.2, 2.1], [-1.5, 7.8, -2.5], [-1.7, -3.6, 7.4], [-0.4, -1.7, -2.6], [3.6, 2.4, 1.1], [5.0, 1.4, 7.7], [10.2, 2.6, -8.0], [-1.2, -2.4, -1.2], [-1.6, 0.0, 2.0], [0.8, 0.3, -1.2], [2.2, 1.4, 2.3], [-14.2, -3.8, 1.0], [-0.5, 0.0, -0.7], [-2.1, -0.6, -0.6], [-0.2, -1.4, -2.6], [-2.2, 3.0, -0.5], [0.0, -1.9, 6.2], [1.5, -2.5, -1.1], [2.0, -1.9, 1.9], [0.1, 3.0, -10.9], [-0.9, 0.3, -0.2]],
  "lowdin_charge": [0.070, 0.055, 0.046, 0.115, -0.352, 0.005, -0.146, -0.084, -0.135, 0.066, -0.015, -0.065, -0.131, -0.047, 0.116, 0.179, -0.011, 0.138, 0.024, -0.076, 0.046, -0.131, -0.020, 0.032, -0.109, -0.074, -0.084, -0.176, -0.150, -0.164, 0.024, -0.286, -0.022, -0.006, -0.029, 0.095, 0.165, 0.016, 0.047, 0.151, 0.172, 0.199, 0.039, 0.153, 0.173, 0.011, 0.177],
  "total_energy_ha": -1246.99052,
  "homo_ev": -8.963,
  "smiles": "C[C@H]1C(=O)N(Cc2cccc(F)c2)c2ccccc2N1C(=O)c1ccccc1"
}

***

{
  "formula": "C23H19N4O2PtS",
  "method": "ωB97M-V/def2-TZVPD",
  "symbols": ["Pt", "C", "C", "C", "C", "N", "C", "C", "C", "C", "C", "C", "N", "C", "C", "C", "C", "C", "N", "H", "H", "H", "H", "H", "H", "H", "H", "H", "H", "H", "O", "S", "N", "C", "C", "O", "C", "C", "C", "C", "C", "C", "H", "H", "H", "H", "H", "H", "H", "H"],
  "coordinates": [[-0.059378, 0.151723, 0.093339], [3.709304, 2.212838, -0.355631], [3.534787, 3.252455, 0.536523], [2.317688, 3.386115, 1.191993], [1.316060, 2.472601, 0.950690], [1.519399, 1.427703, 0.111162], [2.674816, 1.310105, -0.537950], [-0.044800, 2.545801, 1.544879], [-0.538699, 3.491154, 2.424076], [-1.847540, 3.368791, 2.869586], [-2.638003, 2.308054, 2.454768], [-2.101482, 1.386631, 1.574282], [-0.847387, 1.556621, 1.137385], [-2.738110, 0.161019, 1.030956], [-4.031510, -0.227849, 1.297648], [-4.514480, -1.405570, 0.743098], [-3.688066, -2.157705, -0.069904], [-2.397033, -1.715213, -0.301700], [-1.936760, -0.590476, 0.236965], [4.632273, 2.092047, -0.904694], [4.335655, 3.956515, 0.720703], [2.150123, 4.196634, 1.888467], [2.755317, 0.471312, -1.217328], [0.085039, 4.304077, 2.767877], [-2.250244, 4.098485, 3.558992], [-3.647569, 2.198634, 2.825427], [-4.657827, 0.379066, 1.936621], [-5.525443, -1.730598, 0.948826], [-4.029684, -3.078988, -0.519414], [-1.699724, -2.257022, -0.927766], [-0.889913, -2.074177, 2.725808], [0.428991, -2.503057, 2.285223], [1.285080, -1.355725, 1.806195], [1.671979, -3.068140, -2.303150], [1.658486, -2.241778, -1.032695], [0.689948, -1.341513, -1.053186], [2.568108, -2.485069, -0.048286], [2.623160, -1.656398, 1.237576], [3.526089, -2.246204, 2.299568], [4.388665, -3.222980, 2.036540], [4.456199, -3.852259, 0.725030], [3.573754, -3.517682, -0.221588], [0.909210, -2.681491, -2.975312], [1.453336, -4.116172, -2.094391], [2.637146, -3.016496, -2.804997], [3.032439, -0.671433, 0.989165], [3.444504, -1.803765, 3.286836], [5.046240, -3.577919, 2.821598], [5.182238, -4.631827, 0.537734], [3.599454, -4.065882, -1.153056]],
  "forces_ev_per_angstrom": [[0.4, -0.2, -0.9], [0.0, 0.0, 0.0], [0.0, 0.0, 0.0], [0.0, 0.2, 0.1], [-0.1, 0.1, 0.1], [0.0, -0.1, 0.1], [0.0, -0.1, -0.1], [0.1, 0.1, -0.1], [0.1, 0.1, 0.1], [0.0, 0.0, 0.0], [-0.1, 0.0, 0.0], [-0.1, -0.1, -0.1], [-0.1, 0.0, 0.3], [0.1, 0.1, 0.0], [-0.1, 0.1, 0.1], [0.0, 0.0, 0.0], [-0.1, 0.0, 0.0], [0.1, -0.1, -0.1], [0.0, -0.2, 0.1], [0.0, 0.0, 0.0], [0.0, 0.0, 0.0], [0.0, 0.0, -0.1], [0.0, -0.1, 0.1], [0.0, 0.0, 0.0], [0.0, 0.0, 0.0], [0.0, 0.0, 0.0], [0.0, 0.0, 0.0], [0.0, 0.0, 0.0], [0.0, 0.0, 0.0], [0.1, 0.0, 0.0], [0.1, 0.0, 0.0], [-0.1, -0.1, 0.0], [0.0, -0.2, 0.3], [-0.2, 0.1, 0.0], [0.0, 0.0, -0.1], [-0.2, 0.0, -0.2], [-0.1, 0.2, 0.3], [0.3, -0.2, -0.1], [-0.2, 0.1, -0.1], [0.1, -0.1, 0.0], [0.1, -0.1, 0.2], [-0.1, 0.0, -0.1], [0.0, 0.0, 0.0], [0.0, 0.0, 0.0], [0.0, 0.0, 0.0], [-0.1, 0.1, 0.1], [0.1, 0.0, -0.1], [0.0, 0.0, 0.0], [0.0, 0.0, 0.1], [0.0, 0.1, 0.0]],
  "lowdin_charge": [1.259, -0.009, -0.014, 0.021, -0.174, -0.058, -0.083, -0.163, 0.030, -0.007, 0.034, -0.158, -0.054, -0.186, 0.023, -0.012, -0.008, -0.077, -0.067, 0.125, 0.125, 0.121, 0.129, 0.122, 0.126, 0.124, 0.122, 0.125, 0.123, 0.124, -0.500, 0.966, -0.309, -0.022, -0.417, -0.311, -0.172, -0.355, -0.087, -0.088, -0.089, -0.059, 0.080, 0.091, 0.085, 0.109, 0.105, 0.107, 0.100, 0.103],
  "total_charge": 1,
  "total_energy_ha": -1774.64192,
  "relative_energy_kj_mol": 203.6,
  "homo_ev": -9.230
}

***

What are the LUMO level values for these records? In order: -0.26 -4.02 eV.
What are the molecular weight values for these records? In order: 374.41 610.58 g/mol.
What are the gap between HOMO and LUMO values for these records? In order: 8.70 5.21 eV.